Record 1
This record from the Open Molecules 2025 dataset describes a 2-piece molecular cluster, C4H12S overall at a distorted geometry. The level of theory is wB97M-V/def2-TZVPD.

HOMO: -8.5 eV
HOMO-LUMO gap: 9.307 eV
F_max: 4.38 eV/A
LUMO level: 0.812 eV

Last column: natural (NBO) charge in e.
Atoms and positions in Å:
S1 -2.399 -0.555 2.939  0.13
H1 1.627 2.330 -3.055  0.20
H2 3.008 -0.154 -2.862  0.21
H3 3.732 1.332 -2.099  0.20
H4 -1.503 -0.188 0.853  0.22
H5 -0.977 -2.177 1.812  0.22
H6 1.480 2.236 -1.347  0.21
H7 -2.396 -2.925 2.635  0.22
H8 0.816 0.882 -2.486  0.21
H9 -0.999 -2.353 3.665  0.23
C1 1.575 1.636 -2.196  -0.61
H10 -2.295 1.273 0.921  0.24
H11 2.881 0.064 -1.253  0.19
H12 -3.401 -0.152 0.727  0.22
C2 -1.554 -2.186 2.708  -0.72
C3 2.869 0.762 -2.179  -0.61
C4 -2.463 0.173 1.218  -0.75

***

Record 2
This record from the Open Molecules 2025 dataset describes a 2-piece molecular cluster, C4H12S overall at a distorted geometry. The level of theory is wB97M-V/def2-TZVPD.

HOMO: -9.1 eV
HOMO-LUMO gap: 9.889 eV
F_max: 2.80 eV/A
LUMO level: 0.816 eV

Last column: natural (NBO) charge in e.
Atoms and positions in Å:
C1 1.043 -0.651 -0.416  -0.63
C2 1.333 -2.053 0.079  -0.41
H1 0.161 -0.123 0.030  0.20
C3 -2.141 2.592 -0.656  -0.73
H2 -3.120 3.010 -0.862  0.22
H3 -1.882 1.545 -1.014  0.23
H4 0.872 -1.667 2.052  0.20
S1 -0.880 3.637 -1.484  -0.06
H5 -0.936 4.236 -0.293  0.12
H6 0.988 -0.547 -1.527  0.21
H7 0.817 -3.405 1.551  0.21
H8 2.306 -2.052 0.565  0.19
C4 0.555 -2.358 1.340  -0.59
H9 -0.478 -2.171 1.205  0.19
H10 -1.915 2.667 0.502  0.22
H11 1.782 0.092 -0.344  0.22
H12 1.494 -2.753 -0.727  0.21

***

Record 3
This record from the Open Molecules 2025 dataset describes a 2-piece molecular cluster, C4H12S overall at a distorted geometry. The level of theory is wB97M-V/def2-TZVPD.

HOMO: -8.4 eV
HOMO-LUMO gap: 9.445 eV
F_max: 1.19 eV/A
LUMO level: 1.001 eV

Last column: natural (NBO) charge in e.
Atoms and positions in Å:
H1 -0.575 1.945 1.715  0.20
H2 2.088 1.891 0.298  0.21
H3 1.105 3.291 0.740  0.21
H4 1.084 -3.050 -0.483  0.22
H5 0.619 2.370 -0.638  0.21
C1 0.243 1.392 1.262  -0.61
C2 0.407 -2.332 -0.019  -0.75
H6 -2.470 -1.072 -2.043  0.23
H7 0.786 -1.349 -0.254  0.22
H8 0.423 -2.461 1.059  0.22
H9 -0.765 -0.628 -2.077  0.21
H10 -1.758 -0.188 -0.682  0.21
C3 1.069 2.278 0.351  -0.61
H11 -0.208 0.503 0.814  0.20
C4 -1.578 -0.955 -1.444  -0.74
S1 -1.255 -2.551 -0.688  0.18
H12 0.785 0.916 2.088  0.21

***

Record 4
This record from the Open Molecules 2025 dataset describes a 2-piece molecular cluster, C4H12S overall at a distorted geometry. The level of theory is wB97M-V/def2-TZVPD.

HOMO: -9.1 eV
HOMO-LUMO gap: 10.011 eV
F_max: 5.82 eV/A
LUMO level: 0.922 eV

Last column: natural (NBO) charge in e.
Atoms and positions in Å:
C1 3.315 0.318 1.567  -0.62
H1 -1.206 0.939 0.745  0.21
H2 0.008 0.471 -1.354  0.21
H3 3.873 -0.453 1.016  0.22
H4 -1.422 0.699 -2.275  0.22
H5 -1.285 2.398 -0.390  0.20
H6 3.415 -0.170 2.578  0.20
H7 1.514 -0.511 0.929  0.20
H8 3.818 1.339 1.566  0.20
C2 -1.113 0.408 -1.291  -0.47
H9 -2.584 1.400 -0.012  0.21
S1 -1.365 -1.400 -0.741  -0.09
C3 1.908 0.549 1.184  -0.62
H10 1.833 1.143 0.230  0.20
H11 1.215 1.111 1.801  0.22
H12 -2.718 -1.339 -0.978  0.13
C4 -1.549 1.287 -0.127  -0.61

***

Record 5
This record from the Open Molecules 2025 dataset describes a 2-piece molecular cluster, C4H12S2 overall at a distorted geometry. The level of theory is wB97M-V/def2-TZVPD.

HOMO: -9.0 eV
HOMO-LUMO gap: 9.852 eV
F_max: 1.14 eV/A
LUMO level: 0.824 eV

Last column: natural (NBO) charge in e.
Atoms and positions in Å:
H1 2.116 -2.238 -0.828  0.21
H2 -1.901 -1.316 -0.348  0.11
H3 -1.313 2.531 0.652  0.21
H4 -3.370 1.605 -0.276  0.22
S1 2.558 0.815 -0.823  -0.04
H5 -1.780 1.210 1.744  0.22
H6 -0.443 1.046 0.487  0.21
C1 -1.430 1.443 0.744  -0.62
H7 1.586 0.018 1.138  0.22
H8 1.083 -2.310 0.604  0.22
C2 1.463 -1.657 -0.180  -0.62
H9 3.000 0.000 -1.789  0.11
H10 0.662 -1.287 -0.824  0.21
C3 2.214 -0.479 0.398  -0.51
H11 3.121 -0.762 0.929  0.21
H12 -2.050 1.097 -1.294  0.21
C4 -2.465 0.993 -0.291  -0.51
S2 -3.053 -0.708 -0.045  -0.05

***

Record 6
This record from the Open Molecules 2025 dataset describes a 2-piece molecular cluster, C4H12S2 overall at a distorted geometry. The level of theory is wB97M-V/def2-TZVPD.

HOMO: -8.9 eV
HOMO-LUMO gap: 9.751 eV
F_max: 1.51 eV/A
LUMO level: 0.860 eV

Last column: natural (NBO) charge in e.
Atoms and positions in Å:
C1 -1.860 -0.472 1.929  -0.50
H1 3.561 1.610 -2.490  0.22
C2 3.236 0.634 -2.144  -0.62
H2 -1.796 1.491 2.828  0.21
H3 2.306 -1.406 -0.301  0.11
S1 -2.409 0.231 0.334  -0.06
H4 1.160 1.148 -2.040  0.22
C3 1.896 0.641 -1.419  -0.52
H5 3.042 0.051 -3.054  0.21
H6 1.912 1.171 -0.467  0.21
H7 -1.269 0.266 3.884  0.21
S2 1.276 -1.011 -1.041  -0.04
H8 -2.735 -0.905 2.409  0.21
H9 -1.162 -1.251 1.667  0.22
H10 -0.295 0.946 2.450  0.21
H11 3.979 0.055 -1.600  0.21
H12 -3.604 0.686 0.710  0.11
C4 -1.247 0.577 2.842  -0.63